Computed, not measured: a cluster of 2 separate species, C9H14O in total in a non-equilibrium geometry, with ωB97M-V with the def2-TZVPD basis set.

Positions of all 24 atoms, in Å:
C1 -3.8739 -0.0345 -2.1852
C2 -2.6310 -0.7157 -1.6214
H1 -3.9017 1.0340 -2.1927
H2 -3.8876 -0.2494 -3.2571
H3 -4.7644 -0.4891 -1.7662
H4 -1.7366 -0.3012 -2.0471
H5 -2.7071 -1.7863 -1.8232
H6 -2.5485 -0.6813 -0.5347
C3 -0.7252 0.9879 0.9637
C4 2.4700 -0.8001 -0.0795
C5 3.3358 -0.4052 0.9258
C6 1.1826 -0.2898 -0.0841
C7 0.7369 0.6332 0.8523
C8 2.9479 0.5590 1.8455
C9 1.6557 1.0498 1.8076
O1 4.6001 -0.9632 0.9113
H7 2.7343 -1.4984 -0.8616
H8 0.4359 -0.6098 -0.7995
H9 3.6272 0.7090 2.6801
H10 4.9499 -0.9273 1.8090
H11 -1.2162 0.7471 0.0222
H12 -0.9171 2.0089 1.2715
H13 1.3596 1.7937 2.5408
H14 -1.1265 0.2287 1.6226

Calculated values
E_LUMO (hartree): 0.034
DFT total energy (eV): -11607.1585
SMILES string: Cc1ccc(O)cc1.CC
Kohn-Sham gap (eV): 9.351
Relative energy (zero: lowest compared OMol25 entry of this formula, charge and spin) (eV): 0.478
Net charge: 0



Computed, not measured: a cluster of 2 separate species, C6H10 in total in a non-equilibrium geometry, with ωB97M-V with the def2-TZVPD basis set.

Positions of all 16 atoms, in Å:
C1 0.5095 -1.0899 1.9715
C2 0.9428 -0.0370 0.9621
C3 0.2453 -0.0392 -0.3310
C4 0.5343 -0.8890 -1.3143
C5 -1.3995 1.3747 -1.4818
C6 -0.9449 0.9001 -0.3186
H1 -0.5595 -1.0503 2.1951
H2 0.5920 -2.1102 1.5155
H3 1.1071 -1.1700 2.8810
H4 0.4499 0.8529 2.4000
H5 1.9510 0.3570 1.0847
H6 1.4044 -1.5127 -1.1414
H7 -0.0986 -1.0285 -2.1842
H8 -2.2366 2.0607 -1.5418
H9 -0.6399 1.4043 -2.2538
H10 -1.3291 1.0805 0.6773

Calculated values
E_LUMO (hartree): 0.017
DFT total energy (eV): -6379.0846
Kohn-Sham gap (eV): 9.325
Relative energy (zero: lowest compared OMol25 entry of this formula, charge and spin) (eV): 4.775
Net charge: 0



Computed, not measured: an isolated molecule of C3H2O4 in a non-equilibrium geometry, with ωB97M-V with the def2-TZVPD basis set.

Positions of all 9 atoms, in Å:
C1 -0.6533 0.0345 -0.3020
C2 -0.0526 -1.3336 -0.0361
C3 1.5741 0.3013 0.0704
O1 0.4275 0.9327 -0.2804
O2 2.5994 0.7212 0.3731
O3 1.2166 -1.1193 0.1234
O4 -1.5288 0.4582 0.6929
H1 -1.1260 0.0025 -1.3592
H2 -2.4569 0.0026 0.7178

Calculated values
E_LUMO (spin up / spin down) (hartree): 0.021 / -0.075
⟨S²⟩: 2.005
DFT total energy (eV): -11328.3841
2S+1: 3
Kohn-Sham gap (spin up / spin down) (eV): 8.470 / 9.290
Relative energy (zero: lowest compared OMol25 entry of this formula, charge and spin) (eV): 1.331
Net charge: 0



Computed, not measured: a structure of composition CH8Na6O7 in a non-equilibrium geometry, with ωB97M-V with the def2-TZVPD basis set.

Positions of all 22 atoms, in Å:
Na1 1.5309 0.7043 2.6298
Na2 -0.7233 -0.1447 3.0528
Na3 1.5619 -1.3547 1.1768
Na4 -0.9062 1.9139 1.6709
Na5 0.9353 1.4176 -1.7490
Na6 3.0109 1.0008 0.4582
C1 0.3999 0.6106 0.4192
O1 0.1872 0.1392 1.5781
O2 -0.4355 1.2963 -0.1440
O3 1.4764 0.2779 -0.0875
O4 1.5936 -1.8328 -0.6473
H1 1.7238 -1.9958 -1.5815
H2 1.4474 -0.8888 -0.5866
O5 -1.5086 -0.9051 -1.2861
H3 -2.3024 -0.4008 -1.4648
H4 -0.9132 -0.2779 -0.8758
O6 -0.5285 -1.7930 0.5429
H5 -0.9619 -1.6417 -0.2971
H6 -0.2993 -0.9178 0.8557
O7 -2.0672 1.8095 -1.0994
H7 -1.9017 1.4759 -1.9812
H8 -1.3195 1.5070 -0.5841

Calculated values
E_LUMO (hartree): -0.654
DFT total energy (eV): -41944.5983
Kohn-Sham gap (eV): 6.129
Relative energy (zero: lowest compared OMol25 entry of this formula, charge and spin) (eV): 19.426
Net charge: +4